Below is an isolated molecule of C5H11N, with properties calculated with wB97M-V/def2-TZVPD.

Structure (ORCA input):
```
! wB97M-V def2-TZVPD RIJCOSX def2/J DEFGRID3
* xyz 0 1
C 0.133 1.107 1.703
C 0.369 -0.012 0.693
C 1.739 -0.652 0.559
C -0.520 -0.116 -0.484
C 0.113 -0.433 -1.859
N -1.920 0.147 -0.522
H 0.381 2.097 1.370
H -0.914 1.165 2.057
H 0.672 0.935 2.794
H 2.417 -0.604 1.537
H 1.534 -1.714 0.395
H 2.283 -0.294 -0.188
H 0.196 -1.486 -2.291
H 1.193 -0.008 -2.026
H -0.531 -0.011 -2.625
H -2.279 -0.306 0.284
H -2.517 -0.160 -1.321
*
```

Its total energy is -6851.0547 eV. As for the LUMO energy: 1.013 eV. Its maximum force is 5.64 eV/A. As for the SMILES: CC(C)=C(C)N. Its molar mass is 85.1 g mol⁻¹. The value obtained for the relative energy (zero: lowest compared OMol25 entry of this formula, charge and spin) is 238.7 kJ/mol.